No. 1
DFT (ωB97M-V with the def2-TZVPD basis set) results for a structure of composition C60H45MgN10PSe.

Properties
HOMO-LUMO gap, eV: 6.062
Total energy, eV: -157921.65859
Total charge: +2
Spin multiplicity: 1
Highest occupied orbital energy, eV: -11.71

Structure (XYZ):
```
118
Properties=species:S:1:pos:R:3:lowdin_charge:R:1
H 15.122 15.759 14.470 0.1622
H 7.298 15.782 15.369 0.0598
C 15.271 14.802 13.947 -0.1998
C 17.803 13.964 15.798 -0.0079
H 7.441 17.490 15.885 0.0993
H 10.759 14.684 8.092 0.1066
C 16.773 14.669 13.604 -0.1519
C 7.026 20.715 13.443 -0.0735
C 17.100 14.401 12.193 0.0969
C 7.864 9.133 13.561 -0.0471
C 13.036 11.336 12.621 -0.0370
C 11.579 14.666 8.774 0.0086
C 16.053 14.317 11.300 -0.0732
H 8.011 19.618 14.981 0.1310
C 11.358 14.540 10.157 -0.0756
C 14.217 13.346 21.821 -0.0523
H 6.681 21.472 14.161 0.1211
H 6.720 12.450 14.008 0.1193
H 12.707 15.819 20.014 0.1329
C 17.294 14.450 16.991 -0.0663
H 14.813 12.798 14.724 0.1460
H 10.848 13.453 19.615 0.1086
H 14.872 12.381 18.630 0.1182
C 7.839 19.695 13.871 -0.0434
H 17.378 15.532 13.980 0.1681
H 14.678 9.711 10.116 0.1040
C 8.470 10.068 12.678 -0.1640
C 13.884 10.081 10.738 -0.0727
H 6.746 17.101 14.280 0.1137
C 7.401 11.990 14.754 -0.0037
C 15.329 14.375 8.874 -0.3540
N 10.804 12.769 13.719 0.0507
C 9.796 15.810 14.568 -0.3931
N 8.837 16.789 14.410 -0.0348
C 6.892 7.830 11.790 -0.0410
C 12.430 19.375 10.581 -0.0668
H 13.186 14.874 7.271 0.1248
H 15.152 11.192 12.108 0.1077
C 12.580 9.691 10.384 -0.0517
C 7.191 19.955 11.205 -0.0578
C 11.525 10.106 11.175 -0.0042
C 16.346 14.292 9.867 -0.3471
C 8.421 18.770 12.964 -0.1713
N 10.894 16.056 13.796 0.0554
C 9.727 12.959 14.474 -0.4144
H 7.407 12.575 15.664 0.0622
C 13.476 14.234 16.597 -0.1079
H 15.011 18.596 12.654 0.1201
H 5.997 21.658 11.770 0.1190
N 14.250 14.571 12.945 0.0984
C 13.608 14.432 10.648 -0.1243
C 13.934 14.560 9.273 -0.0624
C 14.453 12.941 19.462 -0.0220
C 13.684 19.471 11.187 -0.0747
H 18.881 13.788 15.623 0.1286
C 8.266 9.791 11.314 -0.0538
C 13.475 13.960 19.195 -0.1840
C 12.906 14.093 17.854 -0.1058
C 14.821 12.680 20.788 -0.0734
H 14.460 20.157 10.823 0.1195
C 13.973 18.677 12.275 -0.0795
N 11.527 14.126 17.695 -0.0290
C 12.947 17.978 12.890 -0.0511
H 10.415 18.646 10.694 0.0904
C 11.295 14.224 16.347 -0.4255
C 15.932 14.465 17.322 -0.0147
C 6.704 20.893 12.092 -0.0542
H 10.507 9.766 10.990 0.0786
H 15.542 11.865 20.953 0.1210
C 8.061 18.936 11.637 -0.0446
C 7.498 16.804 15.033 -0.0032
H 10.036 14.921 18.964 0.0974
H 14.376 13.057 22.852 0.1128
C 7.531 8.690 10.894 -0.0610
C 13.174 14.849 20.240 -0.0606
H 9.679 13.342 18.270 0.0618
C 15.368 13.687 15.019 -0.1757
N 12.454 14.314 15.643 0.0805
Se 17.601 14.357 7.658 1.1447
H 12.457 9.000 9.549 0.1169
C 14.133 10.892 11.837 -0.0632
C 14.639 14.377 11.719 -0.1240
H 17.225 12.602 14.336 0.1611
H 13.077 15.067 22.346 0.1045
H 7.067 10.981 15.060 0.0903
C 10.589 11.563 13.037 -0.1309
C 13.470 14.521 21.519 -0.0652
H 18.102 14.429 11.655 0.1484
C 11.710 11.018 12.265 -0.1388
C 9.265 11.155 13.211 -0.0633
C 9.282 17.657 13.392 -0.0770
N 8.782 11.999 14.264 -0.0356
C 10.451 13.949 18.714 0.0076
C 7.150 8.021 13.153 -0.0578
Mg 12.134 14.440 13.451 0.6495
C 11.401 18.655 11.158 -0.0069
H 12.278 19.915 9.658 0.1100
H 13.219 17.432 13.772 0.0955
H 6.907 19.915 10.160 0.1112
H 7.509 8.529 9.836 0.1066
C 14.966 14.147 16.354 -0.0896
N 15.732 14.460 7.631 -0.1726
H 6.301 6.996 11.446 0.1119
H 10.364 14.516 10.524 0.1045
C 10.578 17.256 13.124 -0.1423
H 13.183 12.076 13.421 0.0738
H 8.713 10.411 10.532 0.1174
H 15.663 14.791 18.321 0.1140
H 6.716 7.367 13.897 0.1130
H 18.007 14.855 17.684 0.1061
H 8.085 9.192 14.635 0.1185
C 11.644 17.970 12.394 -0.1461
C 16.832 13.566 14.727 -0.1997
H 8.412 18.252 10.878 0.1047
N 17.611 14.239 9.464 -0.2338
P 9.629 14.357 15.659 1.1734
C 12.918 14.687 8.303 0.0588
N 12.335 14.473 11.102 0.0912
```

=====

No. 2
DFT (ωB97M-V with the def2-TZVPD basis set) results for a structure of composition C60H50N6OPPmS3.

Properties
HOMO-LUMO gap (alpha / beta), eV: 4.911 / 4.915
Total energy, eV: -132370.00201
Spin multiplicity: 5
Expectation value of S²: 6.01
Highest occupied orbital energy (alpha / beta), eV: -5.59 / -5.60

Structure (XYZ):
```
122
Properties=species:S:1:pos:R:3:lowdin_charge:R:1
C 1.406 14.703 27.680 -0.0590
C 2.135 12.377 19.631 -0.1542
H 1.109 11.522 21.977 0.1029
H 1.037 11.785 25.938 0.1022
C 7.796 13.626 21.537 -0.1433
C 6.280 6.966 22.488 -0.1213
C 3.640 15.897 22.248 -0.4332
C 12.135 14.795 20.614 -0.0635
C 4.410 11.076 25.679 -0.7285
C 2.072 13.137 18.458 -0.0767
P 4.398 15.524 20.614 1.1288
C 0.812 9.430 21.510 -0.0582
H 10.140 10.005 24.793 0.1113
C 10.826 14.309 20.721 -0.0303
H 0.557 9.152 22.496 0.0917
H 5.319 8.783 23.225 0.0628
C 1.056 8.814 19.167 -0.0682
H 5.604 8.278 18.844 0.0852
N 7.250 15.550 20.496 -0.0390
C 2.627 15.652 24.203 -0.1406
C 8.326 14.781 20.984 -0.0874
H 11.524 18.082 21.163 0.1102
H -1.282 13.321 23.156 0.0861
H -0.959 13.204 13.992 0.1136
C 7.313 16.704 19.583 -0.0379
C -0.837 12.569 16.075 -0.0646
C 8.519 10.454 23.413 -0.0307
C 1.584 11.081 19.922 -0.2524
H 6.733 12.975 27.402 0.0826
C 7.891 11.364 22.546 -0.0283
C 9.718 15.175 20.881 -0.1688
H -0.982 14.394 22.058 0.0398
H 6.555 6.627 23.476 0.0903
C 1.292 12.916 17.213 -0.1698
N 2.894 13.106 20.582 0.0120
H 1.453 13.928 13.960 0.1119
S 4.657 10.173 20.708 0.5303
H 4.545 18.566 21.530 0.1114
C 1.611 20.581 25.909 -0.0829
H 6.594 16.578 18.769 0.0763
H -1.901 12.302 16.187 0.1113
H 4.625 9.503 28.708 0.0844
C 2.783 17.025 23.946 -0.0782
C 2.720 15.544 17.845 -0.0415
H 10.652 13.238 20.637 0.1249
H 2.896 18.221 20.880 0.0779
H 8.306 16.811 19.082 0.1092
O -0.544 13.667 22.546 -0.0931
C 9.689 10.789 24.155 -0.0626
H 0.461 17.404 25.300 0.1189
C 11.373 17.005 21.023 -0.0879
C 1.456 10.130 18.910 -0.0629
H 9.302 17.282 21.225 0.1088
N 3.344 17.165 22.647 -0.0481
H 7.006 17.642 20.058 0.0853
S 5.756 13.508 24.894 0.4942
H 3.601 21.221 25.484 0.1122
C 5.951 12.252 27.210 -0.1780
C 1.130 13.328 27.449 -0.0582
C 6.622 6.216 21.348 -0.1381
H 6.196 11.420 29.168 0.0969
C 5.706 7.876 19.861 -0.1432
C 0.747 8.462 20.481 -0.0684
C 8.394 12.659 22.366 -0.1975
H 1.311 15.186 28.644 0.0984
H 4.328 19.043 24.691 0.1175
H 2.928 13.417 15.901 0.1230
C 10.190 12.077 24.012 -0.0744
C 6.078 14.839 20.762 -0.4076
H 9.998 13.974 23.096 0.1030
H 3.387 15.399 16.968 0.0957
C 12.438 16.151 20.800 -0.0780
H 8.048 9.493 23.499 0.0917
H 7.231 5.268 21.405 0.0992
C 5.625 8.182 22.322 -0.1457
C 9.555 12.989 23.138 -0.0226
H 1.702 13.250 24.098 0.0652
H 6.410 5.929 19.208 0.0969
C 3.303 19.210 24.940 -0.0482
C 6.271 6.627 20.052 -0.1388
C 1.691 13.635 25.102 -0.0653
C -0.301 13.062 14.881 -0.0868
H -0.260 19.637 26.323 0.0962
C 0.718 19.488 25.916 -0.0461
C 2.404 18.158 24.760 -0.1822
C 2.099 14.930 25.317 -0.1719
H 1.355 21.532 26.338 0.1007
H 3.201 16.394 18.352 0.0499
H 2.182 16.485 26.816 0.0918
C 5.679 11.316 28.199 -0.1319
Pm 4.460 12.779 22.581 1.2122
C 3.442 18.363 21.816 -0.0338
H 12.906 14.053 20.387 0.1103
H 0.991 12.637 28.269 0.1010
N 3.209 14.944 23.124 -0.0034
C 1.214 12.838 26.147 -0.0637
C 4.831 10.247 27.964 -0.1311
C 1.136 10.735 21.192 -0.0586
H -0.367 11.915 18.075 0.1041
C 3.232 14.289 19.964 -0.4171
C 5.351 8.697 21.011 -0.7727
N 6.366 13.643 21.378 -0.0262
H 3.036 19.278 22.266 0.0910
C 1.903 15.472 26.630 -0.0207
C 5.349 12.219 25.943 -0.7276
H 1.689 15.883 17.567 0.1197
N 2.723 14.352 18.679 -0.0535
H 11.073 12.371 24.597 0.1067
C 10.066 16.524 21.037 -0.0533
H 1.906 10.342 17.945 0.1202
C 0.005 12.378 17.193 -0.0191
C 4.229 10.115 26.720 -0.1747
C 1.840 13.300 15.989 -0.0686
H 0.994 8.033 18.375 0.1162
H 3.678 9.198 26.440 0.0869
H 0.511 7.414 20.756 0.1115
C 1.113 18.272 25.335 -0.0163
C 1.043 13.467 14.877 -0.0900
S 3.579 10.635 24.258 0.4907
H 7.043 11.009 22.009 0.0456
H 13.458 16.548 20.817 0.1095
C 2.888 20.399 25.475 -0.1015
```

=====

Among the records above, which one has the highest total energy? C60H50N6OPPmS3

=====

Look up the total energy of the first one. -157921.65859 eV